Here is a 3-piece molecular cluster, C35H49F2N6O13P2S overall at a distorted geometry from the OMol25 dataset. Energies are from ωB97M-V with the def2-TZVPD basis set.

The lowest unoccupied orbital energy is -4.896 eV. For the total energy, the calculation gives -3949.16926 hartree. As for the net charge: +1. For the gap between HOMO and LUMO, the calculation gives 4.64 eV.

CARTESIAN COORDINATES (ANGSTROEM)
C  1.6862  -1.0272  4.5966
C  1.5207  0.1003  3.4360
P  1.0720  -0.3501  1.7190
C  1.9070  0.5326  0.2965
C  1.1687  1.9481  -0.2075
C  -0.2251  -1.6523  1.3195
C  -1.2675  -0.8602  0.3047
O  -2.1250  -1.6776  -0.5432
C  -3.2666  -0.8833  -1.0820
C  0.5665  -2.9352  0.7031
C  2.1134  -3.1622  1.2035
C  3.2950  -2.5591  0.2521
O  4.1699  -1.6910  0.8327
C  0.5178  -3.2649  -0.8693
C  0.8548  -2.1792  -1.9881
C  0.0352  -2.6180  -3.3797
O  0.0801  -1.5795  -4.4227
C  -1.0155  -0.5992  -4.2009
C  -0.6302  0.9759  -3.8083
O  -2.3227  -0.8722  -4.3010
N  -0.1559  -4.1725  1.3032
C  0.0131  -4.2612  2.7834
N  0.6766  -5.2554  3.4934
P  1.4006  -6.6679  2.6359
S  0.1292  -8.1574  2.9245
C  0.8702  -5.2653  5.0062
O  0.0248  -6.0637  5.7053
N  1.8974  -4.4679  5.7760
C  3.2904  -4.5771  5.1998
O  3.6308  -4.5376  3.9097
F  4.4135  -4.6865  6.1963
N  -0.6030  -3.0735  3.5561
O  -1.6912  -3.5074  4.2723
C  -1.2028  -2.0541  2.6175
F  -2.5272  -2.6448  2.1896
C  -1.6596  -0.7783  3.5485
C  -3.3025  -0.7107  3.8253
O  -4.0553  -0.1265  2.6877
C  -4.3202  1.3208  2.9230
C  -5.8911  1.8711  2.8970
O  -3.3529  2.2370  3.1533
H  0.8383  -0.9896  5.4362
H  2.6960  -0.8038  5.1936
H  1.7539  -2.1363  4.2541
H  2.5445  0.7186  3.4327
H  0.7272  0.8875  3.8622
H  2.9728  0.9083  0.6880
H  2.1829  -0.1268  -0.6599
H  1.8384  2.8776  0.0871
H  0.0980  2.0728  0.2563
H  1.0812  1.9459  -1.3926
H  -2.0229  -0.1464  0.8989
H  -0.7129  -0.0857  -0.4160
H  -2.8830  0.0912  -1.6176
H  -3.9844  -0.6059  -0.1825
H  -3.8321  -1.5651  -1.8779
H  2.3504  -2.8461  2.2990
H  2.2838  -4.3459  1.1763
H  3.5178  -2.8268  -0.8648
H  1.2340  -4.2056  -1.0500
H  -0.5720  -3.6994  -1.1010
H  0.5992  -1.0640  -1.8143
H  2.0043  -2.2172  -2.3081
H  -1.0821  -2.8118  -3.0671
H  0.4439  -3.6714  -3.7650
H  -1.1263  1.6991  -4.6169
H  -1.0231  1.2692  -2.7357
H  0.5249  1.1520  -3.8721
H  0.0471  -5.0234  0.7595
H  1.6373  -6.4388  1.2308
H  2.6773  -7.0863  3.2008
H  1.6030  -3.4842  5.9605
H  -1.4524  -3.2579  5.2342
H  -1.1853  -0.9416  4.6318
H  -1.3794  0.2755  3.1077
H  -3.7471  -1.7125  4.2341
H  -3.4189  0.0791  4.7132
H  -6.2166  2.3641  3.9165
H  -6.5853  0.9443  2.6521
H  -5.9642  2.6257  1.9807
C  -0.6147  1.8295  -10.3365
C  -1.8795  2.1379  -9.8333
C  -2.0112  2.6684  -8.5485
C  -0.8640  2.8914  -7.7746
C  0.4064  2.5756  -8.2745
C  0.5253  2.0428  -9.5596
N  -0.9939  3.4727  -6.4331
O  -2.1362  3.7208  -6.0193
O  0.0458  3.6859  -5.7930
H  -0.5166  1.4212  -11.3410
H  -2.7634  1.9674  -10.4442
H  -3.0039  2.9035  -8.1709
H  1.3047  2.7389  -7.6828
H  1.5073  1.7971  -9.9578
C  1.0195  8.4892  1.6140
C  1.5008  7.6379  2.6099
C  2.1521  6.4527  2.2629
C  2.3208  6.1306  0.9092
C  1.8319  6.9796  -0.0926
C  1.1796  8.1608  0.2668
N  3.0272  4.8987  0.5377
O  3.4281  4.1644  1.4530
O  3.1857  4.6655  -0.6692
H  0.5173  9.4150  1.8895
H  1.3708  7.9000  3.6578
H  2.5215  5.7999  3.0509
H  1.9516  6.7395  -1.1470
H  0.7992  8.8279  -0.5035

Forces on atoms 1 to 6 (eV/Å):
C 0.82 -0.28 1.55
C 0.19 1.85 2.57
P 0.26 0.27 -0.46
C 1.39 1.90 -1.23
C 0.07 0.06 -0.49
C -1.45 0.30 -0.46

=====

Here is C35H49F5IInN9O4PS as an isolated structure from the OMol25 dataset. Energies are from ωB97M-V with the def2-TZVPD basis set.

The lowest unoccupied orbital energy (alpha / beta) is -5.534 / -6.310 eV. For the total energy, the calculation gives -3883.06555 hartree. As for the net charge: +2. For the gap between HOMO and LUMO (alpha / beta), the calculation gives 6.68 / 5.35 eV.

CARTESIAN COORDINATES (ANGSTROEM)
In  0.7493  0.5616  0.4712
C  -1.4252  -1.7788  -0.8306
N  -0.7662  -2.8260  -0.1362
C  -1.2313  -4.1922  -0.3845
C  -0.7775  -4.9662  0.8482
N  -0.1568  -3.9478  1.6854
C  0.4129  -4.4138  2.9465
C  -0.1936  -2.6948  1.1443
N  0.1917  -1.5559  1.5961
C  0.6518  -1.3507  2.9727
C  0.5465  0.1291  3.3055
N  1.5747  0.8882  2.5915
C  2.7234  1.2240  3.1079
N  3.6720  1.9213  2.4111
C  3.7241  2.0965  0.9775
C  4.9346  1.9678  3.1333
C  4.5096  1.6434  4.5542
N  3.2164  0.9817  4.3644
C  2.4722  0.6569  5.5727
H  -2.5118  -1.8825  -0.7923
H  -1.5841  -2.7532  -2.6368
H  -1.1690  -0.7882  -0.4598
H  -0.7783  -4.5991  -1.2920
H  -2.3186  -4.2091  -0.5060
H  -0.0486  -5.7363  0.5958
H  -1.6066  -5.4460  1.3695
H  0.6479  -5.4697  2.8272
H  -0.2884  -4.3175  3.7761
H  1.3361  -3.9070  3.1859
H  1.6999  -1.6507  3.0683
H  0.0591  -1.9022  3.7022
H  0.5394  0.2608  4.3800
H  -0.4275  0.4716  2.9431
H  2.7302  2.2608  0.5733
H  4.1922  1.2463  0.4780
H  4.3157  2.9884  0.7669
H  5.3864  2.9541  3.0445
H  5.6374  1.2288  2.7366
H  4.3963  2.5429  5.1659
H  5.2049  0.9717  5.0543
H  3.1724  0.6982  6.4037
H  2.0652  -0.3514  5.5473
H  1.6730  1.3719  5.7792
O  -6.1423  1.1231  -4.3432
C  -5.6463  2.1722  -3.5367
C  -4.3671  1.7167  -2.8936
C  -3.8012  2.4216  -1.8369
C  -2.6174  1.9661  -1.2748
N  -1.9737  0.8830  -1.6998
C  -2.5084  0.2245  -2.7207
C  -3.7030  0.5855  -3.3397
C  -1.7232  -0.8988  -3.2457
C  -1.4894  -1.1717  -4.5620
C  -0.4518  -2.0320  -4.9565
C  -0.3239  -2.5147  -6.3683
O  -0.9375  -3.7993  -6.3785
C  0.5509  -2.3559  -3.9744
C  0.3127  -2.1774  -2.6727
N  -1.1041  -1.8978  -2.3311
H  -6.9473  1.4127  -4.7825
H  -6.3554  2.4584  -2.7568
H  -5.4319  3.0658  -4.1306
H  -4.2762  3.3151  -1.4464
H  -2.1575  2.4892  -0.4414
H  -4.1197  -0.0037  -4.1449
H  -2.0368  -0.6157  -5.3143
H  0.7308  -2.5761  -6.6480
H  -0.8266  -1.8282  -7.0537
H  -0.7931  -4.2126  -7.2370
H  1.5386  -2.6620  -4.3004
H  0.9984  -2.2703  -1.8426
F  5.8451  1.3234  -4.5325
C  5.1287  0.8103  -3.5434
C  3.8017  1.1584  -3.3917
F  3.2367  2.0181  -4.2370
C  3.0649  0.6087  -2.3618
F  1.7780  0.9896  -2.2651
C  3.6021  -0.2888  -1.4459
S  2.6913  -1.0221  -0.1266
C  4.9452  -0.6072  -1.6242
F  5.5395  -1.4541  -0.7835
C  5.7020  -0.0781  -2.6532
F  6.9774  -0.4159  -2.7912
N  0.8310  5.0842  1.9008
C  0.9491  4.3558  0.7897
O  0.6690  3.1561  0.7570
C  1.4438  4.9949  -0.4890
I  2.0144  7.0425  -0.4370
H  0.5020  4.6355  2.7382
H  1.0641  6.0630  1.9170
H  0.6605  4.9018  -1.2343
H  2.3077  4.4347  -0.8328
C  -4.2231  1.7044  2.5624
P  -3.3766  0.1641  2.1999
C  -3.1407  -0.6682  3.7739
C  -4.5812  -0.8345  1.3122
O  -2.0915  0.3496  1.4530
H  -5.1244  1.5322  3.1531
H  -4.4971  2.1770  1.6186
H  -3.5510  2.3672  3.1085
H  -4.0911  -0.9000  4.2568
H  -2.5466  -0.0345  4.4340
H  -2.5927  -1.5934  3.5857
H  -5.5266  -0.8724  1.8585
H  -4.2061  -1.8530  1.1924
H  -4.7549  -0.3935  0.3287

Forces on atoms 1 to 6 (eV/Å):
In 0.41 -0.22 0.39
C 0.22 -0.13 0.15
N -0.08 -0.09 -0.06
C 0.06 0.10 -0.05
C 0.04 0.14 0.00
N -0.06 0.11 0.13

=====

Here is C35H49F5IInN9O4PS as an isolated structure at a distorted geometry from the OMol25 dataset. Energies are from ωB97M-V with the def2-TZVPD basis set.

The lowest unoccupied orbital energy is -4.967 eV. For the total energy, the calculation gives -3883.25305 hartree. As for the net charge: +2. For the gap between HOMO and LUMO, the calculation gives 7.99 eV.

CARTESIAN COORDINATES (ANGSTROEM)
In  -0.3024  0.2258  0.2525
C  3.6309  -0.1668  3.7907
N  2.9631  1.0353  3.3084
C  3.5058  2.3098  3.7797
C  2.8298  3.3387  2.8847
N  1.8920  2.5479  2.0957
C  1.3943  3.1999  0.9018
C  1.9950  1.2108  2.3584
N  1.2344  0.3003  1.7760
C  1.1665  -1.1185  2.1833
C  1.5541  -2.0470  1.0513
N  0.7769  -1.7266  -0.1518
C  0.9275  -2.4795  -1.2154
N  1.7277  -3.5958  -1.3406
C  1.9661  -4.6142  -0.3079
C  1.5751  -4.1754  -2.6854
C  0.8694  -3.0847  -3.4696
N  0.3440  -2.2312  -2.4143
C  -0.4559  -1.1138  -2.8550
H  4.5934  0.1435  4.1937
H  3.8318  -0.8691  2.9846
H  3.0852  -0.6666  4.5916
H  4.5887  2.3121  3.6588
H  3.2820  2.4584  4.8363
H  3.5423  3.8465  2.2306
H  2.2919  4.0978  3.4518
H  2.1903  3.3223  0.1602
H  1.0332  4.1914  1.1812
H  0.5637  2.6764  0.4554
H  0.1244  -1.3223  2.4527
H  1.7305  -1.3546  3.0653
H  1.3472  -3.0517  1.4118
H  2.6293  -1.9820  0.8348
H  2.7038  -4.3051  0.4252
H  2.3689  -5.4865  -0.8149
H  1.0404  -4.9154  0.1893
H  0.9739  -5.0866  -2.6328
H  2.5499  -4.4276  -3.0968
H  0.0567  -3.4660  -4.0879
H  1.5491  -2.5170  -4.1124
H  -1.3517  -1.4909  -3.3478
H  0.0984  -0.5020  -3.5714
H  -0.7915  -0.4822  -2.0384
O  3.8485  1.5650  -5.5560
C  4.4155  0.9244  -4.4376
C  3.4223  0.9450  -3.3112
C  3.7471  0.3982  -2.0704
C  2.7966  0.3988  -1.0744
N  1.5748  0.9224  -1.2312
C  1.2802  1.4986  -2.3951
C  2.1665  1.5095  -3.4662
C  -0.0530  2.1602  -2.4484
C  -0.4055  3.0202  -3.4707
C  -1.6353  3.6717  -3.4303
C  -2.0152  4.6158  -4.5467
O  -1.6782  4.0869  -5.8152
C  -2.4593  3.4283  -2.3443
C  -2.0408  2.5485  -1.3613
N  -0.8664  1.9180  -1.4076
H  4.5078  1.6526  -6.2489
H  5.3323  1.4195  -4.1024
H  4.6685  -0.1184  -4.6567
H  4.7258  -0.0296  -1.8836
H  3.0078  -0.0323  -0.1027
H  1.8995  1.9481  -4.4162
H  0.2582  3.2011  -4.3034
H  -1.4393  5.5354  -4.4351
H  -3.0707  4.8841  -4.4721
H  -2.3944  3.5291  -6.1339
H  -3.4285  3.9041  -2.2566
H  -2.6712  2.3169  -0.5157
F  -3.0420  -5.2297  -3.0810
C  -2.9727  -4.1521  -2.3228
C  -2.1831  -4.1500  -1.1893
F  -1.4800  -5.2326  -0.8621
C  -2.1163  -3.0188  -0.4012
F  -1.3581  -3.0864  0.6876
C  -2.7835  -1.8458  -0.7281
S  -2.6755  -0.3684  0.2318
C  -3.5756  -1.8822  -1.8710
F  -4.2268  -0.7908  -2.2620
C  -3.6845  -3.0132  -2.6580
F  -4.4368  -3.0020  -3.7462
N  -1.1852  1.7470  3.7048
C  -1.4773  2.4541  2.6208
O  -1.3102  2.0178  1.4620
C  -2.0125  3.8665  2.7257
I  -2.5052  4.5942  4.6569
H  -1.1452  0.7256  3.5958
H  -1.4027  2.1385  4.6074
H  -2.9113  3.9199  2.1194
H  -1.2778  4.5448  2.3012
C  -2.7042  -1.8092  5.7646
P  -2.8898  -1.3090  4.0493
C  -3.5521  -2.7397  3.1936
C  -4.1944  -0.0718  4.0224
O  -1.6010  -0.7878  3.4648
H  -3.6628  -2.1104  6.1929
H  -2.3022  -0.9786  6.3457
H  -2.0087  -2.6473  5.8277
H  -4.3722  -3.1786  3.7673
H  -2.7654  -3.4821  3.0664
H  -3.9175  -2.4397  2.2117
H  -5.1417  -0.4948  4.3649
H  -4.3136  0.2849  2.9981
H  -3.9322  0.7681  4.6695

Forces on atoms 1 to 6 (eV/Å):
In 0.16 0.74 -0.45
C -0.13 0.01 -0.10
N -0.17 -0.03 -0.11
C -0.04 -0.05 -0.05
C -0.01 -0.04 -0.04
N -0.06 0.00 0.00

=====

Here is C35H49N4OS2TeW as an isolated structure from the OMol25 dataset. Energies are from ωB97M-V with the def2-TZVPD basis set.

The lowest unoccupied orbital energy (alpha / beta) is -5.190 / -5.087 eV. For the total energy, the calculation gives -2788.25880 hartree. As for the net charge: +2. Its expectation value of S² is 0.818. Its spin multiplicity is 2. For the gap between HOMO and LUMO (alpha / beta), the calculation gives 6.58 / 6.53 eV.

CARTESIAN COORDINATES (ANGSTROEM)
W  -0.3708  -0.4606  -0.3214
C  -4.7544  -0.9345  -1.0892
C  -3.5835  -1.1816  -0.1760
S  -2.6479  0.2663  0.2747
C  -3.2693  -2.4257  0.2009
C  -3.9545  -3.6408  -0.3479
S  -0.2233  -2.6526  -1.3652
H  -4.6983  0.0578  -1.5313
H  -5.6877  -0.9982  -0.5242
H  -4.7929  -1.6771  -1.8870
H  -5.0215  -3.6286  -0.1150
H  -3.5427  -4.5689  0.0205
H  -3.8336  -3.6473  -1.4335
N  0.7375  1.6670  -3.8601
C  1.1360  1.4289  -2.4290
C  2.5429  0.8702  -2.3110
C  2.8117  0.4995  -0.8474
N  1.9496  -0.6305  -0.4085
C  2.5919  1.7086  0.0595
C  1.2372  2.3958  -0.1117
N  0.1530  1.5859  0.5220
C  0.9241  2.6728  -1.5866
H  0.9979  0.8725  -4.4489
H  1.1700  2.5075  -4.2498
H  -0.2966  1.7675  -3.9208
H  0.4770  0.6171  -2.1164
H  3.2871  1.6116  -2.6165
H  2.6666  -0.0086  -2.9510
H  3.8575  0.1959  -0.7704
H  2.3082  -0.9723  0.4802
H  2.0309  -1.4331  -1.0385
H  3.3734  2.4422  -0.1495
H  2.7294  1.4204  1.1061
H  1.2786  3.3586  0.4010
H  -0.7163  2.1207  0.5285
H  0.3848  1.4812  1.5108
H  1.5988  3.4662  -1.9242
H  -0.0982  3.0469  -1.6934
C  -4.4540  -0.5490  7.0476
C  -3.8157  -0.9896  5.7632
C  -4.3360  -2.0301  5.0143
C  -3.7558  -2.4533  3.8219
C  -4.4681  -3.5498  3.0853
C  -2.5864  -1.8219  3.3871
Te  -1.6403  -2.3817  1.5588
N  -0.8017  -1.2230  -2.1407
C  -1.8760  -1.2839  -3.0202
O  -2.4285  -2.3137  -3.3274
C  -2.1915  0.0030  -3.7374
C  -2.3836  -0.0834  -5.1141
C  -2.6181  1.0616  -5.8645
C  -2.6964  2.3010  -5.2432
C  -2.5476  2.3902  -3.8627
C  -2.2848  1.2474  -3.1111
C  -0.5440  -4.2169  1.7844
C  0.7628  -3.9365  2.2299
C  1.1326  -2.6812  2.9781
C  1.7446  -4.9049  2.0846
C  1.4729  -6.1480  1.5288
C  2.5469  -7.1793  1.3443
C  0.1549  -6.4288  1.2084
C  -0.8771  -5.5035  1.3420
C  -2.2592  -6.0365  1.0929
C  -2.0459  -0.7392  4.1102
C  -0.8189  0.0523  3.7328
C  -2.6801  -0.3496  5.2798
H  -5.3891  -1.0747  7.2289
H  -4.6594  0.5217  7.0313
H  -3.7883  -0.7410  7.8904
H  -5.2374  -2.5294  5.3516
H  -4.4706  -4.4703  3.6707
H  -4.0331  -3.7634  2.1163
H  -5.5071  -3.2681  2.9097
H  -2.3459  -1.0569  -5.5853
H  -2.7573  0.9824  -6.9344
H  -2.9042  3.1889  -5.8255
H  -2.6696  3.3460  -3.3669
H  -2.2191  1.3080  -2.0316
H  1.3060  -1.8298  2.3149
H  2.0336  -2.8564  3.5638
H  0.3520  -2.3896  3.6806
H  2.7433  -4.6920  2.4490
H  3.5157  -6.8112  1.6765
H  2.6299  -7.4629  0.2944
H  2.3148  -8.0838  1.9073
H  -0.1026  -7.4235  0.8603
H  -2.3796  -6.9584  1.6622
H  -2.4131  -6.2863  0.0427
H  -3.0386  -5.3621  1.4220
H  -0.6109  0.0047  2.6652
H  0.0649  -0.3025  4.2663
H  -0.9654  1.0967  4.0094
H  -2.2713  0.4878  5.8350

Forces on atoms 1 to 6 (eV/Å):
W -0.38 -0.64 -0.14
C -0.01 0.01 0.01
C 0.04 -0.07 0.00
S 0.03 0.06 0.03
C -0.07 0.05 -0.02
C -0.03 0.02 -0.06